Record 1
ORCA calculation (wB97M-V/def2-TZVPD) on a molecular structure, C4H5LiO3Sm in a non-equilibrium geometry.

Cartesian coordinates (Å):
1 O 1.516 -0.664 -1.261
2 Li 1.282 1.374 -1.889
3 O 2.618 0.180 -1.651
4 C 1.390 -0.650 0.108
5 C 0.057 -0.646 0.719
6 H 0.225 -1.488 1.433
7 H 2.082 -1.422 0.462
8 H 1.502 0.010 1.182
9 O -2.845 -0.175 0.163
10 C -2.098 0.757 -0.336
11 C -0.741 0.801 -0.037
12 Sm -2.236 -1.342 1.772
13 H -0.151 1.687 0.201
14 H -2.601 1.578 -0.865

Calculated values
Spin multiplicity: 8
Net charge: +1
Frontier orbital gap (alpha / beta), eV: 6.0 / 6.2
HOMO energy (alpha / beta), eV: -10.7 / -11.0
Largest force on an atom, eV/A: 3.39
Energy relative to the best compared isomer or geometry (same formula, charge and spin), kJ/mol: 560.44
<S²>: 15.764
LUMO (alpha / beta), eV: -4.722 / -4.750
E_tot, eV: -28465.1172

=====

Record 2
ORCA calculation (wB97M-V/def2-TZVPD) on a molecular structure, C4H5LiO5 in a non-equilibrium geometry.

Cartesian coordinates (Å):
1 O 2.279 -0.638 0.045
2 O 2.413 0.678 -1.575
3 C 1.878 0.421 -0.461
4 O 0.777 1.049 -0.141
5 C -0.264 0.379 0.587
6 C -1.158 1.473 1.107
7 H 0.175 -0.185 1.421
8 H -0.587 2.131 1.772
9 H -1.961 1.021 1.701
10 H -1.580 2.038 0.268
11 O -0.396 -2.257 -1.476
12 C -0.693 -1.740 -0.431
13 O -1.146 -0.523 -0.324
14 Li 0.168 -2.025 -2.962
15 H 0.095 -1.822 0.469

Calculated values
Spin multiplicity: 2
Net charge: +1
Frontier orbital gap (alpha / beta), eV: 11.5 / 8.7
HOMO energy (alpha / beta), eV: -16.1 / -15.7
Largest force on an atom, eV/A: 7.10
Energy relative to the best compared isomer or geometry (same formula, charge and spin), kJ/mol: 125.88
<S²>: 0.758
LUMO (alpha / beta), eV: -4.576 / -6.970
E_tot, eV: -14662.5709

=====

Record 3
ORCA calculation (wB97M-V/def2-TZVPD) on a molecular structure, C4H5LiO5Rh in a non-equilibrium geometry.

Cartesian coordinates (Å):
1 O 2.749 -1.248 -0.133
2 C 2.039 -0.193 0.016
3 O 2.542 0.803 0.577
4 O 0.823 -0.221 -0.470
5 C -1.128 0.697 -0.374
6 C 0.190 1.119 -0.879
7 Rh 4.137 -0.240 0.823
8 H -1.712 1.565 -0.054
9 H -1.389 0.450 -1.512
10 H 0.568 1.979 -0.315
11 H 0.327 1.147 -1.965
12 Li 2.276 -2.731 -1.173
13 O -1.641 -0.453 0.393
14 C -2.747 -0.432 0.945
15 O -3.130 -1.261 1.796
16 H -3.904 -0.981 2.324

Calculated values
Spin multiplicity: 6
Net charge: +4
Frontier orbital gap (alpha / beta), eV: 9.8 / 4.7
HOMO energy (alpha / beta), eV: -26.1 / -27.2
Largest force on an atom, eV/A: 8.21
<S²>: 8.757
LUMO (alpha / beta), eV: -16.295 / -22.475
E_tot, eV: -17619.3529

=====

Record 4
ORCA calculation (wB97M-V/def2-TZVPD) on a molecular structure, C4H5MnO3 in a non-equilibrium geometry.

Cartesian coordinates (Å):
1 C 2.052 0.629 -0.900
2 H 1.914 1.712 -0.775
3 H 2.338 0.435 -1.945
4 H 2.899 0.315 -0.271
5 C -0.422 0.291 -0.878
6 C 0.809 -0.122 -0.539
7 O -0.909 0.299 1.749
8 C -1.693 -0.313 1.029
9 O -1.514 -0.343 -0.321
10 O -2.609 -1.117 1.386
11 H -0.631 1.273 -1.306
12 H 0.924 -1.134 -0.137
13 Mn -3.158 -1.926 2.908

Calculated values
Spin multiplicity: 7
Net charge: 0
Frontier orbital gap (alpha / beta), eV: 7.8 / 8.6
HOMO energy (alpha / beta), eV: -7.8 / -9.0
Largest force on an atom, eV/A: 3.53
Energy relative to the best compared isomer or geometry (same formula, charge and spin), kJ/mol: 0.00
<S²>: 12.002
LUMO (alpha / beta), eV: 0.050 / -0.406
E_tot, eV: -41689.6422

=====

Record 5
ORCA calculation (wB97M-V/def2-TZVPD) on a molecular structure, C4H5MnO6 in a non-equilibrium geometry.

Cartesian coordinates (Å):
1 H 0.682 -1.243 -0.887
2 C 1.091 -0.589 -0.105
3 C 0.494 -0.957 1.239
4 O -0.896 -1.267 1.204
5 C -1.889 -0.347 1.327
6 O -1.553 0.885 1.374
7 O -3.029 -0.786 1.239
8 Mn -0.616 2.026 0.189
9 O 0.793 0.766 -0.390
10 H 2.182 -0.727 -0.070
11 H 0.697 -0.175 1.983
12 H 0.981 -1.876 1.588
13 H -0.329 0.066 -2.599
14 O 0.019 2.406 -1.647
15 O 0.571 0.452 -2.714
16 C 0.801 1.363 -1.731

Calculated values
Spin multiplicity: 7
Net charge: 0
Frontier orbital gap (alpha / beta), eV: 7.5 / 8.5
HOMO energy (alpha / beta), eV: -8.1 / -10.0
Largest force on an atom, eV/A: 3.06
Energy relative to the best compared isomer or geometry (same formula, charge and spin), kJ/mol: 0.00
<S²>: 12.009
LUMO (alpha / beta), eV: -0.648 / -1.484
E_tot, eV: -47832.7294

=====

Record 6
ORCA calculation (wB97M-V/def2-TZVPD) on a molecular structure, C4H5N2 in a non-equilibrium geometry.

Cartesian coordinates (Å):
1 C -2.949 -0.399 -0.063
2 C -2.140 0.544 0.065
3 C -0.117 0.248 -0.088
4 C -1.215 -0.872 0.035
5 N -0.935 1.304 0.007
6 N 1.245 0.119 0.066
7 H -1.076 -1.442 0.941
8 H -1.264 -1.513 -0.752
9 H -0.894 2.434 -0.325
10 H 1.745 -0.759 -0.056
11 H 1.878 0.908 -0.069

Calculated values
Net charge: +1
Frontier orbital gap, eV: 9.8
HOMO energy, eV: -14.7
Largest force on an atom, eV/A: 4.42
Energy relative to the best compared isomer or geometry (same formula, charge and spin), kJ/mol: 433.10
LUMO, eV: -4.915
E_tot, eV: -7196.0631

=====

Record 7
ORCA calculation (wB97M-V/def2-TZVPD) on a gas-phase ion, C4H5N2O2 (charge +1) in a non-equilibrium geometry.

Cartesian coordinates (Å):
1 C -0.305 0.694 1.097
2 C -1.331 -0.184 1.404
3 C 0.332 0.613 -0.075
4 C -1.553 -1.379 0.582
5 N -0.317 -1.808 0.076
6 N 0.768 0.971 -1.198
7 O -2.563 -2.026 0.487
8 O -0.371 -2.723 -0.870
9 H 0.035 1.418 1.834
10 H -1.991 -0.010 2.241
11 H 0.492 1.855 -1.644
12 H 1.416 0.390 -1.734
13 H 0.440 -3.272 -0.844

Calculated values
Net charge: +1
Frontier orbital gap (alpha / beta), eV: 7.8 / 7.5
HOMO energy (alpha / beta), eV: -13.8 / -14.0
Largest force on an atom, eV/A: 2.02
Energy relative to the best compared isomer or geometry (same formula, charge and spin), kJ/mol: 381.54
LUMO (alpha / beta), eV: -5.952 / -6.409
E_tot, eV: -11291.5043

=====

Record 8
ORCA calculation (wB97M-V/def2-TZVPD) on a gas-phase ion, C4H5N2O2S3 (charge -1) in a non-equilibrium geometry.

Cartesian coordinates (Å):
1 O -2.376 0.350 -0.647
2 C -1.184 0.427 -0.787
3 O -0.684 0.146 -2.069
4 C -0.320 1.052 0.153
5 C 0.953 0.759 0.359
6 N 1.658 -0.302 0.033
7 S 3.291 -0.244 -0.237
8 C 1.038 -1.557 0.309
9 S 0.296 -2.474 -1.127
10 N -0.398 -1.570 0.230
11 S -1.443 -2.340 1.366
12 H 0.209 -0.293 -2.116
13 H -0.793 1.710 0.863
14 H 1.518 1.513 0.786
15 H 1.523 -2.142 1.128
16 H -2.485 -1.766 0.740

Calculated values
Net charge: -1
Frontier orbital gap, eV: 5.9
HOMO energy, eV: -3.1
Largest force on an atom, eV/A: 3.22
Energy relative to the best compared isomer or geometry (same formula, charge and spin), kJ/mol: 197.53
LUMO, eV: 2.817
SMILES: O=C(O)/C=C\N([S-])[C@@H]1SN1S
E_tot, eV: -43808.2647